# 1
Density functional theory data (ωB97M-V with the def2-TZVPD basis set) for the molecule C2H6N2O2S.

Each line ends with the natural charge from an NBO analysis.
Positions of all 13 atoms, in Å:
S -0.715 -0.021 -1.148  0.220
O 2.042 0.856 -0.350  -0.573
O -1.416 -0.974 1.662  -0.570
N -0.169 -1.387 1.120  -0.347
N 1.562 -0.175 0.464  -0.197
C -0.751 1.805 -0.866  -0.721
C 0.326 -0.454 0.213  0.170
H 0.470 -1.410 1.891  0.365
H 0.263 2.235 -0.967  0.241
H -1.464 2.193 -1.632  0.229
H -1.073 1.996 0.161  0.224
H 3.034 0.814 -0.162  0.482
H -2.001 -1.715 1.410  0.476

Values from the calculation:
Net charge: 0
SMILES: CS/C(=N\O)NO

---

# 2
Density functional theory data (ωB97M-V with the def2-TZVPD basis set) for a structure of composition C46H40BiBrF3N3OSSi2.

Each line ends with the Mulliken charge.
Positions of all 98 atoms, in Å:
Bi -0.011 -0.377 -0.178  0.925
Br 1.772 -0.987 -6.840  -0.319
S 1.025 -1.597 1.893  -0.756
Si -1.171 1.514 1.305  1.747
Si 0.319 3.437 -1.621  0.634
F 3.123 -5.269 3.158  -0.305
F 2.164 -3.444 3.776  -0.237
F 4.297 -3.488 3.453  -0.268
O -0.136 1.862 -1.850  -0.960
N 1.893 2.100 1.890  0.375
N 2.269 0.934 -0.556  0.594
N 2.041 -2.449 -0.362  -0.076
C -3.973 -3.533 2.649  -0.577
C 2.957 1.294 1.715  -0.285
C 3.108 -3.919 2.966  0.587
C 5.149 -0.404 1.347  -0.655
C -0.504 1.023 -4.027  0.386
C -1.090 6.216 1.015  -0.789
C 1.744 2.751 3.026  -0.314
C 2.041 -0.032 -4.188  -1.622
C -4.408 -1.285 -2.812  -0.996
C 3.794 -4.287 0.646  -0.673
C 2.623 2.615 4.105  -1.072
C -5.028 -4.390 2.916  -0.599
C -1.980 -1.765 0.032  -1.114
C -2.406 -2.362 1.146  -0.400
C -0.143 0.361 -5.213  -1.201
C -3.521 -3.311 1.345  0.526
C 5.007 0.211 2.574  -1.286
C -5.657 -5.063 1.879  -0.366
C 2.073 -2.632 0.960  1.056
C -3.884 -1.330 -1.532  0.331
C -0.486 4.098 -0.048  0.195
C 0.340 1.151 -2.963  -0.024
C 3.905 1.075 2.757  1.647
C -1.559 4.143 2.103  -0.713
C -1.613 5.526 2.094  -0.856
C -2.385 -2.235 -3.678  -0.522
C 3.141 0.662 0.400  0.714
C -1.076 1.048 3.139  -1.441
C 3.686 1.763 3.969  -0.985
C -3.663 -1.741 -3.893  -0.527
C -4.151 -4.016 0.314  -0.062
C -3.011 1.334 0.841  -1.409
C 1.667 0.556 -2.915  1.208
C 2.951 -3.588 1.506  -0.082
C -2.602 -1.840 -1.296  0.164
C 3.761 -4.058 -0.717  -0.988
C -0.545 5.498 -0.036  -0.922
C 2.146 3.768 -1.580  -0.931
C -1.859 -2.277 -2.397  0.389
C -5.204 -4.875 0.579  -0.796
C -0.991 3.400 1.061  1.099
C 1.164 -0.120 -5.227  0.089
C 2.842 -3.121 -1.170  -0.390
C -0.420 4.394 -3.066  -1.461
C 4.279 -0.192 0.292  -0.970
C 2.538 0.496 -1.853  -0.726
H 4.481 -5.015 1.060  0.395
H -5.674 -5.407 -0.239  0.384
H -0.148 6.051 -0.879  0.194
H 3.512 0.067 -2.077  0.043
H -4.462 -0.962 -0.694  0.382
H -1.863 0.317 3.332  0.436
H -0.065 3.948 -3.996  0.401
H -3.139 1.376 -0.242  0.199
H -1.775 -2.552 -4.514  0.385
H -2.060 6.059 2.926  0.386
H 5.973 -1.098 1.201  0.329
H -0.141 5.447 -3.068  0.424
H -5.358 -4.533 3.939  0.356
H -0.847 -2.632 -2.243  0.331
H 2.450 3.167 5.022  0.411
H -1.871 -2.150 2.070  0.162
H 5.708 0.050 3.383  0.299
H -1.213 1.883 3.823  0.465
H 0.883 3.406 3.099  0.340
H 2.623 3.424 -2.498  0.347
H 4.433 -0.740 -0.626  0.154
H -3.477 -3.017 3.462  0.396
H -4.066 -1.688 -4.897  0.344
H 4.378 1.600 4.789  0.358
H -3.586 2.159 1.271  0.534
H 4.412 -4.583 -1.401  0.428
H 2.325 4.839 -1.460  0.485
H 2.587 3.227 -0.747  0.064
H -0.818 0.246 -6.045  0.397
H -0.117 0.594 3.377  0.287
H -1.113 7.300 0.985  0.357
H -5.399 -0.877 -2.969  0.375
H 2.743 -2.886 -2.224  0.456
H 3.039 -0.443 -4.284  0.445
H -6.485 -5.732 2.081  0.355
H -1.509 4.328 -3.056  0.294
H -3.804 -3.896 -0.702  0.637
H -1.977 3.626 2.955  0.263
H -1.490 1.464 -3.937  0.419
H -3.426 0.389 1.190  0.298

Values from the calculation:
Net charge: -2

---

# 3
Density functional theory data (ωB97M-V with the def2-TZVPD basis set) for a cluster of 9 separate species, C74H158N8O10 in total.

Each line ends with the Mulliken charge.
Positions of all 250 atoms, in Å:
O -5.559 1.044 4.379  -0.507
O -2.251 -5.076 -0.869  1.099
O -0.610 -0.228 1.398  1.085
O 0.538 2.110 0.019  1.284
O 2.807 2.051 -6.181  -0.488
O 7.130 0.814 1.960  -0.522
O 1.321 4.621 0.234  -0.487
O 0.262 -0.083 4.460  0.650
O 0.574 -4.954 -2.506  -0.234
O -2.101 -2.477 -4.700  -0.374
N 0.501 -0.955 5.569  -0.277
N -4.687 1.191 3.255  0.210
N 0.295 5.188 1.003  1.346
N 6.184 0.889 0.904  0.504
N -3.102 -5.481 0.177  0.295
N -3.258 -1.831 -4.268  0.731
N 1.921 -4.976 -2.106  0.467
N 2.289 3.347 -6.006  0.174
C 1.785 0.728 6.908  -1.539
C 4.762 -4.297 -2.190  -1.119
C 1.574 -3.436 -0.286  -0.609
C -3.798 2.328 0.774  -0.823
C -3.391 -5.531 2.641  -1.224
C -1.109 5.251 -0.966  -1.323
C -4.900 0.040 -4.385  -1.787
C -0.269 1.141 -0.643  1.026
C -0.423 5.965 3.211  -0.929
C -1.764 6.466 1.125  -0.492
C 2.309 -7.313 -2.690  -1.777
C 4.423 4.126 -6.984  -1.851
C 2.861 -1.574 4.923  -1.996
C 1.663 -2.417 7.802  -0.751
C -2.537 -4.985 1.465  2.311
C 0.036 2.558 -5.785  -2.650
C 5.390 2.130 -1.081  -1.968
C 1.424 -2.037 5.259  2.559
C 0.646 -1.259 7.987  -1.103
C -5.194 -1.754 -2.689  -1.353
C -3.595 -6.837 -0.020  1.578
C -2.811 -1.953 -1.882  -0.370
C -6.724 1.406 1.793  -2.073
C 5.180 -1.190 1.562  -1.727
C 0.890 -2.803 4.060  -2.465
C -4.993 3.713 3.366  -1.587
C 1.592 -3.060 6.392  -1.724
C -4.549 -6.878 -1.212  -2.198
C 4.170 1.000 2.375  -0.545
C 3.367 4.331 -5.905  1.682
C 6.094 3.369 0.984  -1.520
C 1.244 4.212 3.015  -2.175
C 1.418 2.792 -3.769  -1.134
C 3.821 -3.598 -1.229  -0.634
C -1.337 6.974 2.512  -0.809
C -3.110 2.681 2.083  0.374
C 3.941 1.739 -0.740  1.001
C -2.595 -3.459 1.436  -2.311
C -3.101 2.620 4.524  -1.628
C -5.383 0.693 2.024  2.443
C 0.578 4.873 -5.132  -1.267
C -0.547 6.082 0.212  1.036
C -2.490 -7.869 -0.336  -1.683
C 4.032 0.380 -0.050  -0.025
C -4.400 -7.275 1.182  -1.155
C -4.426 0.929 0.840  0.109
C -2.486 0.470 -4.297  -1.543
C 4.893 0.287 1.228  2.309
C 0.582 -0.246 6.862  1.597
C -3.995 -3.830 -3.124  -3.293
C 4.183 4.181 -4.589  -1.782
C 1.885 6.567 2.404  -1.998
C -0.685 0.561 7.009  -2.158
C 4.267 -5.728 -2.508  -1.250
C -1.079 -5.385 1.712  -0.705
C 0.771 5.518 2.347  2.174
C 2.785 5.727 -5.977  -1.421
C -4.029 2.498 3.297  1.662
C 0.092 7.402 -0.270  -1.663
C -3.444 -0.465 -6.370  -2.102
C 7.786 2.233 -0.393  -2.153
C 1.640 5.967 -4.990  -0.456
C -5.267 -0.248 -2.899  0.521
C 2.765 -5.834 -2.913  1.214
C -3.552 -0.518 -4.840  1.911
C 6.326 2.125 0.135  1.864
C -3.749 -7.015 2.483  -0.909
C 2.060 -2.559 -2.600  -1.714
C -3.821 -2.304 -3.015  2.666
C -5.561 -0.819 2.286  -2.043
C 2.662 -5.550 -4.400  -1.778
C -0.108 -0.195 0.077  1.456
C 2.334 -3.675 -1.592  2.453
C 1.111 3.434 -5.158  2.595
H 3.254 -2.259 4.168  0.623
H -5.979 -2.231 -3.278  0.535
H -2.823 -7.594 2.608  0.330
H -4.312 -7.365 3.353  0.475
H -4.627 -4.029 -3.995  0.583
H 2.296 1.683 -6.911  0.382
H -3.318 -2.145 -0.933  -0.207
H -2.310 5.525 1.194  -0.166
H -7.178 0.865 0.954  0.491
H 0.154 1.475 -5.770  0.517
H 1.765 1.397 7.766  0.477
H 4.732 3.103 -7.173  0.357
H 4.635 3.199 -4.453  0.448
H -5.396 4.073 2.416  0.364
H -0.041 2.836 -6.844  0.635
H -1.897 -2.541 -1.969  0.193
H -5.026 0.962 -0.076  0.131
H 2.262 2.108 -3.766  0.526
H -5.287 -6.074 -1.147  0.465
H -0.053 5.067 -6.001  0.514
H -2.424 -0.591 -6.739  0.373
H -4.342 -5.001 2.758  0.395
H 0.100 -0.568 1.959  -0.834
H -0.598 -0.957 -0.541  -0.987
H 4.835 -6.094 -3.363  0.439
H 2.079 -2.700 0.350  -0.539
H 3.361 1.638 -1.656  -0.125
H 2.944 -4.540 -4.709  0.359
H -2.364 1.816 4.537  0.088
H 0.587 -3.010 -0.494  -0.277
H 0.519 2.327 -3.353  -0.094
H -0.155 -3.114 4.173  0.739
H 1.010 3.705 0.068  0.676
H -0.623 7.959 -0.871  0.435
H -7.418 1.268 2.620  0.544
H 1.648 3.553 -3.011  -0.026
H 3.961 -3.951 -0.206  0.587
H 5.454 3.126 -1.532  0.573
H -6.202 1.755 4.236  0.401
H 2.414 -3.754 6.209  0.411
H -2.214 7.274 3.086  0.439
H 6.295 4.225 0.331  0.451
H -2.860 3.735 1.946  -0.405
H 2.402 5.933 -6.979  0.357
H -4.450 4.573 3.757  0.456
H 3.152 -6.243 -5.086  0.497
H -3.014 -4.294 -3.213  0.657
H 5.761 -4.398 -1.763  0.528
H -2.637 1.387 -4.881  0.485
H 2.779 0.291 6.848  0.255
H 4.256 -1.642 1.939  -0.058
H 2.707 -2.193 8.025  0.355
H 1.202 6.955 -5.132  0.487
H 2.660 -2.526 -3.509  0.307
H -2.874 -8.889 -0.435  0.427
H 3.517 2.502 -0.089  -0.425
H 1.395 -3.753 3.859  0.601
H -5.438 -1.819 -1.624  0.233
H -6.280 0.151 -2.846  0.582
H 5.334 4.702 -6.786  0.390
H 5.772 -1.262 2.480  0.548
H -5.413 -6.852 1.148  0.344
H 4.867 -3.781 -3.147  0.330
H -3.682 2.586 5.447  0.543
H 2.222 3.957 2.585  0.131
H 4.187 -0.456 -0.733  0.039
H -2.543 -0.897 -1.887  -0.152
H -4.893 1.131 -4.432  0.507
H -3.916 -1.345 -6.824  0.472
H 1.347 -3.184 8.510  0.478
H -2.336 7.210 0.570  0.512
H -0.280 -1.809 8.151  0.419
H -0.529 -5.167 0.794  -0.227
H -1.656 0.098 7.186  0.374
H 4.981 4.925 -4.580  0.581
H -4.551 0.276 -2.269  -0.668
H 5.080 3.526 1.349  0.073
H 0.072 1.029 -1.674  0.059
H 2.608 6.500 1.586  0.321
H 2.255 -1.623 -2.061  0.348
H 3.148 0.623 2.489  -0.431
H -0.713 7.869 2.448  0.396
H 4.663 1.031 3.345  0.682
H 4.222 4.604 -7.955  0.403
H 0.400 7.919 0.633  0.306
H -2.187 2.122 2.245  -0.557
H -1.759 -2.904 1.010  -0.443
H 2.985 0.217 0.249  -1.043
H -0.858 -6.400 2.037  0.447
H 5.797 1.515 -1.890  0.292
H -3.532 -3.093 1.012  0.481
H -2.611 -3.089 2.469  0.851
H -1.631 -7.810 0.330  0.303
H 0.768 -3.786 6.396  0.469
H 1.011 -2.524 -2.901  0.207
H -2.878 -5.395 3.595  0.384
H 1.232 -7.380 -2.863  0.369
H 2.895 -0.620 4.388  0.136
H 3.970 2.039 2.107  -0.428
H 2.640 -7.948 -3.515  0.362
H -0.937 2.805 -5.355  0.391
H 1.436 4.289 4.085  0.544
H 1.418 -4.299 0.360  0.527
H 4.156 -2.563 -1.323  -0.329
H 0.914 -2.265 3.107  -0.106
H 7.847 3.065 -1.092  0.384
H -0.332 4.978 -1.680  0.126
H -4.673 -8.338 1.171  0.458
H 7.772 0.201 1.587  0.344
H -6.634 2.423 1.420  0.291
H 1.048 -0.774 8.877  0.366
H 8.482 2.340 0.437  0.449
H 3.572 4.374 -3.704  0.143
H -0.059 4.902 -4.242  0.191
H -4.600 -1.313 2.391  0.211
H -3.024 2.345 0.006  -0.191
H 1.604 -5.650 -4.676  0.321
H -5.680 -0.342 -5.050  0.390
H 2.476 6.415 3.312  0.533
H -4.000 -6.709 -2.144  0.287
H -2.433 -3.098 -5.361  0.298
H -0.591 1.356 7.763  0.473
H 3.496 -1.468 5.800  0.331
H -1.284 1.537 -0.738  -1.300
H 0.106 -5.274 -1.721  0.179
H -1.907 5.793 -1.478  0.646
H 8.048 1.309 -0.915  0.462
H -3.665 0.152 0.753  -0.722
H -2.589 0.800 -3.261  -0.319
H -0.668 -0.330 4.365  0.156
H -0.057 6.596 4.032  0.467
H 2.663 -7.607 -1.707  0.396
H -2.114 -7.773 -1.361  0.281
H -6.215 -0.932 3.149  0.543
H -0.689 -4.647 2.418  -0.080
H -3.903 0.421 -6.803  0.364
H -1.453 0.181 -4.490  0.489
H 1.975 5.939 -3.949  0.054
H -2.763 -4.400 -1.336  -0.768
H 3.566 6.453 -5.737  0.459
H 5.710 -1.711 0.770  0.423
H 0.935 -0.483 -0.079  -0.916
H -0.893 1.283 6.207  0.391
H -4.594 -4.309 -2.348  0.323
H 1.586 7.617 2.405  0.293
H 1.638 1.296 5.984  0.181
H 0.630 3.336 2.801  -0.016
H -0.900 5.146 3.750  -0.061
H -2.581 3.575 4.456  0.105
H -5.870 3.480 3.971  0.256
H -6.115 -1.308 1.478  0.380
H -1.544 4.308 -0.626  -0.268
H 0.371 2.000 0.968  -0.722
H -4.595 3.027 0.517  0.594
H 4.423 -6.386 -1.651  0.361
H 0.948 7.119 -0.887  0.252
H -5.103 -7.797 -1.407  0.445
H 6.786 3.380 1.825  0.384

Values from the calculation:
Net charge: 0
SMILES: CC1(C)CCCC(C)(C)N1O.CC1(C)CCCC(C)(C)N1O.CC1(C)CCCC(C)(C)N1O.CC1(C)CCCC(C)(C)N1O.CC1(C)CCCC(C)(C)N1O.CC1(C)CCCC(C)(C)N1O.CC1(C)CCCC(C)(C)N1O.CC1(C)CCCC(C)(C)N1O.OCCO

---

# 4
Density functional theory data (ωB97M-V with the def2-TZVPD basis set) for a structure of composition C27H31Cl3O5OsS3Si.

Each line ends with the Mulliken charge.
Positions of all 71 atoms, in Å:
Os -0.133 0.267 -0.234  2.130
Cl 1.632 0.034 3.099  -0.283
Cl 1.664 -2.650 1.235  -0.286
Cl 3.454 -0.100 0.374  -0.223
S -0.877 2.564 -4.620  0.173
S 0.613 -1.583 -5.664  -0.006
S 2.120 1.495 -4.928  0.044
Si 1.648 -0.612 1.163  0.346
O -0.242 1.865 0.532  -0.188
O -0.432 0.097 -2.128  1.121
O 1.240 1.940 -0.761  -1.037
O -1.180 -0.391 1.683  -0.281
O -1.517 -1.540 -0.436  0.164
C 1.511 0.577 -3.600  -0.970
C -1.694 -2.384 0.713  -0.540
C -1.192 3.417 -1.630  0.546
C 3.724 1.334 -4.370  -0.732
C 2.642 3.535 -1.726  -2.226
C -2.113 -1.464 1.853  -0.573
C 1.276 3.064 -1.378  1.337
C 0.337 5.218 -2.128  -1.197
C 0.006 -2.494 -3.347  -0.559
C -2.361 2.526 -5.464  -0.595
C -2.034 5.557 -2.304  -0.615
C -1.394 0.875 2.397  -1.184
C 3.798 0.610 -3.220  -0.926
C 0.163 -3.624 -4.196  -0.690
C -0.736 6.035 -2.426  -1.016
C 0.184 -1.316 -4.009  -0.466
C 0.131 3.894 -1.708  0.401
C -2.771 -1.133 -1.035  -0.510
C -0.933 0.865 -4.329  -0.934
C -2.260 4.242 -1.909  -1.669
C 0.498 -3.275 -5.463  -0.719
C 0.934 2.621 1.041  -1.281
C -2.889 1.272 -5.512  -0.994
C -1.439 1.944 1.321  0.033
C 0.057 0.113 -3.469  3.541
C 2.524 0.158 -2.793  -0.670
C -2.071 0.320 -4.854  -0.542
H -2.421 -3.165 0.493  0.507
H -2.759 3.436 -5.883  0.549
H 4.538 1.778 -4.921  0.526
H -1.377 2.386 -1.387  1.142
H 1.875 2.472 0.268  0.252
H -2.277 1.742 0.652  0.163
H -3.314 -0.438 -0.389  0.316
H -2.319 -0.729 -4.770  0.595
H -2.872 6.205 -2.525  0.485
H -2.319 0.879 2.973  0.589
H -0.735 -2.830 0.944  -0.048
H 0.686 -3.926 -6.302  0.492
H 2.674 3.834 -2.773  0.594
H 4.725 0.381 -2.713  0.479
H 2.363 -0.454 -1.921  0.710
H -1.985 -1.951 2.821  0.417
H 1.252 2.276 2.022  0.543
H -0.560 1.018 3.075  0.292
H -3.271 3.864 -1.841  0.482
H 0.649 3.670 1.099  0.492
H 0.014 -4.648 -3.889  0.440
H 1.338 5.615 -2.212  0.519
H -1.557 2.946 1.734  0.507
H -3.148 -1.134 1.758  0.450
H -0.562 7.051 -2.751  0.493
H 2.923 4.405 -1.122  0.596
H -3.383 -2.016 -1.212  0.441
H -2.530 -0.648 -1.973  -0.153
H -3.825 1.033 -5.995  0.474
H -0.258 -2.553 -2.300  0.475
H 3.359 2.739 -1.544  0.260

Values from the calculation:
Net charge: +2

---

Number 1: gap between HOMO and LUMO 9.300 eV, HOMO level -8.70 eV, E_LUMO 0.60 eV. Number 2: gap between HOMO and LUMO 3.654 eV, HOMO level 0.55 eV, E_LUMO 4.21 eV. Number 3: gap between HOMO and LUMO 8.438 eV, HOMO level -7.90 eV, E_LUMO 0.54 eV. Number 4: gap between HOMO and LUMO 5.284 eV, HOMO level -12.76 eV, E_LUMO -7.47 eV.